# C72H135N9O24P6

15 unconnected molecules or ions with the total composition C72H135N9O24P6 (ωB97M-V/def2-TZVPD, OMol25).

XYZ file:
```
246
Properties=species:S:1:pos:R:3
C -10.79 14.46 -6.35
C -9.69 14.21 -7.38
O -10.27 13.65 -8.54
P -10.57 12.04 -8.61
O -10.66 11.34 -7.33
O -9.33 11.49 -9.55
C -8.20 10.97 -8.92
C -6.91 11.50 -9.61
O -11.88 11.97 -9.52
C -12.41 10.71 -9.99
C -11.58 10.18 -11.13
H -10.47 15.10 -5.52
H -11.53 15.06 -6.87
H -11.27 13.56 -5.97
H -9.38 15.21 -7.67
H -8.83 13.70 -6.94
H -8.15 11.42 -7.92
H -8.13 9.89 -8.80
H -6.85 11.08 -10.62
H -6.97 12.57 -9.76
H -5.91 11.28 -9.24
H -12.50 10.00 -9.17
H -13.40 11.01 -10.35
H -10.72 9.63 -10.76
H -12.23 9.45 -11.62
H -11.40 10.95 -11.88
C -8.29 9.23 -19.11
C -8.54 9.25 -17.61
O -8.37 7.94 -17.18
P -9.15 7.34 -15.83
O -10.62 7.48 -15.78
O -8.59 5.78 -15.70
C -7.18 5.47 -15.66
C -6.62 5.32 -17.11
O -8.33 8.10 -14.67
C -8.67 7.98 -13.24
C -8.34 9.22 -12.40
H -7.27 8.87 -19.22
H -9.00 8.61 -19.67
H -8.29 10.18 -19.64
H -7.86 9.92 -17.08
H -9.52 9.68 -17.40
H -6.65 6.25 -15.10
H -7.11 4.48 -15.20
H -5.59 4.97 -17.14
H -7.28 4.86 -17.84
H -6.61 6.33 -17.53
H -9.75 7.91 -13.13
H -8.17 7.06 -12.94
H -8.86 10.05 -12.88
H -8.59 9.13 -11.34
H -7.26 9.32 -12.29
C -17.12 3.60 0.59
C -15.56 3.71 0.36
O -15.15 2.86 -0.66
P -13.55 2.81 -1.12
O -12.62 2.97 0.01
O -13.45 1.37 -1.96
C -13.69 0.16 -1.26
C -12.94 -0.87 -2.01
O -13.58 3.94 -2.24
C -14.77 4.23 -3.01
C -14.35 4.56 -4.45
H -17.41 4.25 1.41
H -17.63 3.90 -0.32
H -17.53 2.61 0.81
H -15.09 4.69 0.33
H -15.13 3.32 1.28
H -13.37 0.32 -0.23
H -14.77 0.02 -1.37
H -13.25 -0.95 -3.05
H -11.87 -0.69 -2.10
H -13.09 -1.87 -1.59
H -15.43 3.36 -3.03
H -15.23 5.08 -2.51
H -13.46 5.18 -4.35
H -14.12 3.70 -5.07
H -15.04 5.22 -4.97
C -11.55 5.42 -12.56
C -11.90 6.13 -11.29
O -10.81 6.96 -10.71
P -9.91 6.29 -9.51
O -8.68 7.06 -9.18
O -10.95 6.19 -8.22
C -11.22 7.37 -7.56
C -12.60 7.19 -6.90
O -9.68 4.74 -10.01
C -8.40 4.16 -9.86
C -8.67 2.62 -9.94
H -11.62 6.12 -13.40
H -10.61 4.89 -12.41
H -12.27 4.67 -12.88
H -12.78 6.76 -11.42
H -12.17 5.38 -10.55
H -10.43 7.70 -6.89
H -11.29 8.11 -8.36
H -12.66 6.32 -6.23
H -12.89 8.07 -6.33
H -13.34 7.18 -7.69
H -7.78 4.61 -10.63
H -7.76 4.42 -9.02
H -9.09 2.30 -10.89
H -7.74 2.09 -9.75
H -9.47 2.26 -9.30
C -8.09 10.44 -4.68
C -8.57 9.09 -5.04
O -8.48 8.27 -3.87
P -9.92 7.62 -3.29
O -10.71 6.83 -4.30
O -10.63 8.96 -2.77
C -11.65 9.44 -3.66
C -12.94 8.76 -3.32
O -9.44 6.91 -1.88
C -9.47 5.48 -1.76
C -8.73 5.26 -0.44
H -8.72 10.99 -3.98
H -7.10 10.34 -4.23
H -7.96 11.01 -5.59
H -9.56 9.21 -5.49
H -7.89 8.58 -5.73
H -11.70 10.51 -3.45
H -11.46 9.27 -4.72
H -13.05 7.69 -3.48
H -13.13 8.99 -2.27
H -13.83 9.15 -3.82
H -10.50 5.16 -1.61
H -8.91 4.98 -2.55
H -7.72 5.67 -0.50
H -9.27 5.75 0.36
H -8.72 4.18 -0.30
C -20.15 10.97 -8.45
C -19.28 10.66 -9.70
O -19.75 9.43 -10.13
P -19.01 8.72 -11.45
O -19.61 7.47 -11.94
O -18.88 9.90 -12.52
C -18.59 9.67 -13.89
C -19.81 9.34 -14.65
O -17.49 8.60 -10.95
C -17.00 7.49 -10.20
C -15.48 7.64 -10.03
H -20.00 10.15 -7.74
H -20.00 11.90 -7.91
H -21.22 11.04 -8.69
H -19.43 11.45 -10.43
H -18.21 10.58 -9.50
H -18.06 10.54 -14.28
H -17.87 8.85 -13.99
H -20.51 10.17 -14.51
H -19.64 9.07 -15.69
H -20.19 8.44 -14.16
H -17.57 7.63 -9.28
H -17.20 6.53 -10.69
H -15.02 6.65 -10.10
H -14.98 8.23 -10.80
H -15.14 8.00 -9.06
N -13.28 8.75 -15.40
C -14.20 8.91 -16.43
C -15.27 9.58 -15.91
C -15.16 9.58 -14.47
C -13.90 9.12 -14.22
H -12.35 8.36 -15.44
H -13.89 8.82 -17.46
H -16.18 9.73 -16.48
H -15.93 9.94 -13.80
H -13.30 8.89 -13.35
N -7.31 2.41 -5.34
C -6.41 2.71 -6.35
C -5.13 2.67 -5.80
C -5.27 2.41 -4.44
C -6.63 2.22 -4.16
H -8.32 2.40 -5.37
H -6.76 2.93 -7.35
H -4.21 2.92 -6.31
H -4.43 2.40 -3.76
H -7.11 1.89 -3.26
N -4.40 4.25 -12.29
C -5.22 3.41 -11.58
C -5.71 2.48 -12.43
C -5.07 2.63 -13.68
C -4.33 3.79 -13.59
H -3.95 5.05 -11.88
H -5.43 3.58 -10.54
H -6.43 1.73 -12.13
H -5.36 1.99 -14.50
H -3.85 4.38 -14.36
N -8.98 -0.62 -10.54
C -10.29 -0.27 -10.70
C -10.91 -0.46 -9.51
C -9.96 -1.04 -8.66
C -8.72 -1.09 -9.29
H -8.33 -0.71 -11.31
H -10.74 0.08 -11.62
H -11.92 -0.14 -9.29
H -10.03 -1.30 -7.61
H -7.74 -1.45 -9.02
N -13.16 0.23 -14.10
C -12.98 0.70 -12.80
C -12.15 1.83 -12.86
C -11.65 2.01 -14.16
C -12.29 1.04 -14.88
H -13.70 -0.54 -14.46
H -13.57 0.26 -12.01
H -11.85 2.46 -12.04
H -10.98 2.76 -14.57
H -12.27 0.94 -15.96
N -12.93 3.62 -8.25
C -14.07 4.40 -8.28
C -14.88 4.06 -9.37
C -14.09 3.26 -10.21
C -12.99 2.98 -9.45
H -12.17 3.50 -7.61
H -14.35 5.06 -7.48
H -15.83 4.51 -9.58
H -14.39 2.76 -11.12
H -12.07 2.46 -9.68
N -4.12 6.97 -9.90
C -5.40 7.03 -10.45
C -5.22 7.46 -11.77
C -3.90 7.82 -11.94
C -3.24 7.47 -10.78
H -3.92 6.70 -8.95
H -6.30 6.72 -9.95
H -6.00 7.34 -12.50
H -3.53 8.21 -12.88
H -2.22 7.59 -10.46
N -10.86 4.25 -5.47
C -11.14 3.48 -4.39
C -10.69 2.19 -4.65
C -10.36 2.13 -5.99
C -10.35 3.45 -6.49
H -11.00 5.24 -5.60
H -11.50 4.01 -3.52
H -10.66 1.38 -3.94
H -10.05 1.24 -6.51
H -10.05 3.84 -7.45
N -15.66 6.30 -14.23
C -14.70 5.38 -14.38
C -15.05 4.23 -13.73
C -16.21 4.53 -13.01
C -16.63 5.81 -13.39
H -15.75 7.18 -14.71
H -13.89 5.53 -15.07
H -14.48 3.31 -13.66
H -16.76 3.89 -12.33
H -17.47 6.46 -13.19
```

Output
spin multiplicity	1
orbital gap	8.213	eV
highest occupied orbital energy	-7.776	eV